Molecular formula: C53H131F6N12O24S11V
Method: DFT, ωB97M-V/def2-TZVPD

```
238
Properties=species:S:1:pos:R:3
V 17.61 14.65 14.13
C 16.54 18.56 13.62
F 16.63 19.69 12.91
F 15.77 18.75 14.75
F 15.91 17.60 12.88
S 18.25 18.20 14.06
O 18.76 17.65 12.80
O 18.72 19.42 14.65
N 18.07 16.91 14.93
S 18.18 16.91 16.62
O 17.67 18.08 17.35
O 17.85 15.55 17.04
C 20.00 17.01 17.11
F 20.00 17.59 18.31
F 20.45 15.74 17.28
F 20.80 17.64 16.25
C 12.99 24.28 14.86
S 13.21 23.29 13.38
O 11.92 23.47 12.64
C 14.35 24.46 12.61
H 12.54 25.28 14.64
H 13.95 24.51 15.41
H 12.27 23.77 15.49
H 13.77 25.36 12.32
H 14.72 24.03 11.69
H 15.25 24.62 13.16
C 21.05 18.48 10.85
S 20.11 20.06 10.67
O 21.07 21.01 10.02
C 18.78 19.64 9.50
H 21.63 18.15 9.98
H 20.27 17.73 11.11
H 21.65 18.46 11.78
H 17.89 19.23 9.97
H 19.15 18.96 8.77
H 18.64 20.63 9.07
C 19.98 24.52 9.74
S 18.67 23.67 10.68
O 18.68 24.00 12.12
C 17.28 24.61 9.94
H 19.73 24.46 8.71
H 20.88 23.97 10.00
H 20.11 25.56 10.01
H 16.83 25.20 10.77
H 16.59 23.94 9.41
H 17.70 25.28 9.19
C 18.11 23.01 14.92
S 16.88 22.76 16.23
O 15.63 22.37 15.49
C 17.56 21.24 17.05
H 17.68 23.80 14.34
H 18.23 22.08 14.35
H 19.06 23.13 15.50
H 17.43 20.43 16.32
H 16.97 21.08 17.98
H 18.59 21.31 17.37
C 20.35 20.80 22.83
S 20.55 19.65 21.42
O 19.19 18.99 21.42
C 20.63 20.85 20.11
H 20.31 20.17 23.71
H 19.40 21.31 22.63
H 21.21 21.43 22.83
H 20.55 20.25 19.21
H 21.62 21.37 20.07
H 19.81 21.61 20.06
C 19.56 12.46 16.40
S 20.61 13.48 15.32
O 19.70 14.57 14.71
C 20.74 12.35 13.97
H 19.48 12.95 17.39
H 20.03 11.50 16.49
H 18.52 12.40 15.95
H 19.76 12.16 13.54
H 21.18 11.42 14.32
H 21.23 12.84 13.13
C 17.62 15.61 20.44
S 18.60 14.12 20.93
O 18.34 13.05 19.82
C 20.32 14.70 20.71
H 17.85 16.49 21.00
H 16.57 15.46 20.65
H 17.78 15.73 19.36
H 20.94 13.93 21.13
H 20.51 15.55 21.42
H 20.48 14.85 19.65
C 26.86 11.25 16.12
S 27.33 12.32 17.52
O 26.76 13.67 17.31
C 26.32 11.54 18.80
H 25.80 11.45 15.89
H 27.22 10.23 16.26
H 27.43 11.59 15.24
H 25.23 11.62 18.60
H 26.54 12.12 19.71
H 26.63 10.51 18.96
C 15.64 13.83 18.22
S 15.41 13.27 16.55
O 16.71 13.25 15.78
C 15.02 11.52 16.93
H 14.63 13.72 18.67
H 15.81 14.89 18.11
H 16.41 13.26 18.74
H 14.80 11.04 15.97
H 14.19 11.53 17.66
H 15.93 11.07 17.36
C 11.79 19.78 18.10
O 11.05 18.92 17.62
N 12.99 20.10 17.54
C 13.72 21.20 18.08
C 13.38 19.66 16.21
H 11.49 20.35 18.97
H 13.39 22.07 17.56
H 14.75 21.12 17.71
H 13.73 21.31 19.15
H 12.72 18.81 15.91
H 13.31 20.46 15.50
H 14.43 19.40 16.28
C 14.77 15.68 14.51
O 15.61 15.05 13.85
N 13.52 15.94 14.08
C 12.48 16.20 15.06
C 13.17 15.55 12.69
H 14.95 16.02 15.50
H 11.82 17.02 14.82
H 12.95 16.46 16.06
H 11.86 15.34 15.15
H 14.00 15.71 12.03
H 13.04 14.44 12.70
H 12.20 16.01 12.34
C 23.32 14.92 12.09
O 22.45 14.99 11.25
N 23.29 15.46 13.36
C 24.52 15.29 14.22
C 22.39 16.66 13.57
H 24.26 14.31 11.95
H 25.09 16.26 14.23
H 25.15 14.48 13.90
H 24.22 15.07 15.25
H 21.37 16.54 13.19
H 22.44 16.98 14.62
H 22.78 17.53 13.03
C 14.85 17.59 18.71
O 14.24 16.63 18.27
N 14.80 17.96 20.05
C 15.74 19.00 20.42
C 13.90 17.38 21.05
H 15.55 18.22 18.06
H 15.26 19.61 21.15
H 15.94 19.53 19.49
H 16.70 18.63 20.73
H 14.51 16.83 21.77
H 13.55 18.26 21.61
H 13.04 16.81 20.57
C 23.43 18.26 17.77
O 22.52 19.03 18.08
N 24.32 17.77 18.63
C 25.41 16.92 18.22
C 24.27 18.13 20.02
H 23.67 17.98 16.67
H 25.38 15.97 18.76
H 26.36 17.39 18.42
H 25.24 16.75 17.15
H 24.52 17.22 20.60
H 25.06 18.80 20.25
H 23.34 18.61 20.29
C 21.82 10.07 17.31
O 22.18 11.03 16.68
N 21.35 10.11 18.63
C 20.92 8.85 19.30
C 21.32 11.38 19.42
H 21.80 9.07 16.89
H 20.95 8.05 18.61
H 19.88 8.97 19.66
H 21.63 8.61 20.07
H 20.28 11.53 19.80
H 21.91 11.39 20.35
H 21.59 12.15 18.74
C 18.82 15.24 11.49
O 17.74 15.19 12.12
N 18.87 15.25 10.16
C 20.14 15.18 9.37
C 17.66 15.06 9.36
H 19.76 15.25 12.01
H 21.00 14.99 9.98
H 20.21 16.09 8.79
H 20.04 14.37 8.66
H 17.87 15.68 8.47
H 17.51 13.98 9.07
H 16.77 15.43 9.82
C 17.09 11.48 13.17
O 17.61 12.58 13.47
N 15.90 11.26 12.61
C 15.50 9.91 12.28
C 15.13 12.31 12.05
H 17.59 10.55 13.42
H 15.51 9.79 11.21
H 14.49 9.56 12.56
H 16.19 9.18 12.69
H 15.55 13.34 12.22
H 15.10 12.16 10.95
H 14.10 12.31 12.41
C 21.00 21.42 16.31
O 20.74 22.28 17.15
N 21.66 21.66 15.19
C 21.73 20.56 14.16
C 22.18 22.98 14.84
H 20.72 20.36 16.36
H 22.77 20.35 13.97
H 21.15 20.79 13.22
H 21.26 19.64 14.55
H 21.36 23.76 14.66
H 22.84 23.37 15.63
H 22.74 22.93 13.91
C 14.56 18.51 10.56
O 15.42 18.28 9.76
N 14.17 19.72 11.02
C 13.21 19.87 12.07
C 14.90 20.87 10.46
H 14.01 17.65 11.00
H 12.39 19.18 11.86
H 12.83 20.92 12.14
H 13.60 19.58 13.07
H 15.97 20.68 10.43
H 14.49 21.18 9.52
H 14.69 21.68 11.16
C 25.92 19.15 14.58
O 24.77 19.00 14.29
N 26.42 20.22 15.32
C 27.76 20.23 15.82
C 25.51 21.28 15.63
H 26.74 18.47 14.16
H 27.68 20.50 16.90
H 28.42 20.94 15.33
H 28.17 19.21 15.79
H 25.62 21.63 16.71
H 25.69 22.19 15.04
H 24.49 20.96 15.55
```

Results
- frontier orbital gap (spin up / spin down) (eV) = 7.69 / 8.02
- expectation value of S² = 3.754
- net charge = +1
- calculated total energy (Ha) = -10483.729235
- multiplicity = 4